Entry from the OMol25 dataset: C17H22CoN8O2Se2 as an isolated structure (ωB97M-V/def2-TZVPD).

Each line ends with the Löwdin spin population.
Geometry (Å):
Co -0.4042 -0.3192 -0.1000  2.7656
C 1.6831 -2.9578 1.9513  0.0062
N 2.3367 -1.8253 2.5953  0.0402
C 3.5461 -1.8692 3.2151  0.0743
C 3.8021 -0.6168 3.7012  0.0779
N 2.7411 0.1710 3.3828  0.0357
C 2.6155 1.5797 3.7459  0.0048
C 1.8443 -0.5710 2.6985  0.0387
Se 0.1223 -0.0116 2.2349  0.6550
H 2.4193 -3.7327 1.7572  0.0002
H 1.2313 -2.6488 1.0105  0.0030
H 0.9159 -3.3788 2.6008  0.0018
H 4.1335 -2.7699 3.2824  0.0033
H 4.6529 -0.2519 4.2529  0.0036
H 3.6055 2.0228 3.8130  0.0010
H 2.1225 1.6824 4.7124  0.0015
H 2.0430 2.1126 2.9924  0.0024
Se 1.0790 2.6842 -0.3024  0.0239
N -0.3217 1.6067 -0.7346  0.0634
C -1.2892 2.3924 -1.2283  0.0148
C -2.5387 1.9758 -1.7352  0.0027
C -3.3885 2.9231 -2.2345  0.0037
C -3.0670 4.3100 -2.2441  0.0058
C -1.8735 4.7573 -1.7699  0.0000
C -0.9548 3.8059 -1.2550  0.0095
N 0.2365 4.1035 -0.7710  0.0073
H -2.7992 0.9252 -1.7498  0.0004
H -4.3385 2.6103 -2.6478  0.0001
H -3.7834 5.0150 -2.6424  0.0002
H -1.5994 5.8029 -1.7767  0.0000
N 4.2733 -1.0615 -2.7580  0.0006
C 2.9529 -1.6980 -2.4900  0.0024
C 2.2617 -0.8757 -1.3729  0.0076
O 2.9132 0.0607 -0.8991  0.0033
O 1.1065 -1.2597 -1.0430  0.0596
H 4.3274 -0.6195 -3.6760  0.0000
H 5.0633 -1.7008 -2.6765  0.0000
H 4.3258 -0.3171 -2.0228  0.0000
H 3.0686 -2.7286 -2.1643  0.0000
H 2.3234 -1.6867 -3.3765  0.0000
N -5.6825 -0.8158 0.7120  0.0005
C -4.5937 -1.2239 0.0629  0.0022
C -3.2766 -0.8417 0.4363  0.0098
N -2.2290 -1.2317 -0.2805  0.0445
C -2.4057 -2.0274 -1.3441  0.0118
C -3.6969 -2.4267 -1.6812  0.0028
N -4.7437 -2.0176 -1.0021  0.0039
H -5.6509 -0.2399 1.5333  0.0000
H -6.5823 -1.1374 0.3901  0.0001
H -3.1085 -0.2418 1.3240  0.0020
H -1.5409 -2.3466 -1.9086  0.0014
H -3.8777 -3.0906 -2.5181  0.0003

For the LUMO energy (spin up / spin down), the calculation gives -8.8 / -12.5 eV. As for the total charge: +3. The multiplicity is 5. The max |F| is 0.0253 hartree/bohr.


Entry from the OMol25 dataset: an isolated molecule of C17H22FN3O3SSi (ωB97M-V/def2-TZVPD).

Each line ends with the Mulliken charge.
Geometry (Å):
C -1.5744 -0.6747 2.2013  -0.9178
Si -1.1947 -2.0752 0.9972  0.1644
C -2.4518 -3.4570 1.2829  -1.2571
C 0.5111 -2.7625 1.3798  -0.9323
C 1.6496 -1.7542 1.6383  -0.7138
S 2.0695 -0.8647 0.1819  0.0228
C 3.6681 -0.1963 0.6309  -0.6449
C 3.5289 1.1166 1.3875  -0.8363
N 2.6544 2.0631 0.7514  -0.1373
C 1.3199 2.0393 0.9920  0.2430
O 0.7939 1.4994 1.9673  -0.6261
N 0.5286 2.6797 0.0127  0.2016
C -0.7138 3.2624 0.3698  -0.4529
C -1.7145 3.4888 -0.4850  0.5854
F -2.9625 3.7992 -0.0356  -0.3159
C -1.4416 3.4106 -1.9088  0.2762
O -2.3003 3.5705 -2.7843  -0.6301
N -0.1050 3.2077 -2.2284  -0.0675
C 0.8440 2.7306 -1.3561  0.5963
O 1.9068 2.3356 -1.7856  -0.6572
C -1.0863 -1.4776 -0.7566  0.4337
C -1.5396 -2.3796 -1.6845  -0.6106
C -1.7858 -2.0118 -2.9738  -0.6845
C -1.6384 -0.7213 -3.3658  -1.2226
C -1.2020 0.1963 -2.4373  0.0888
C -0.9339 -0.1539 -1.1059  0.7518
H -2.6480 -0.5533 2.3302  0.3931
H -1.1183 0.2761 1.9010  0.1016
H -1.1512 -0.9842 3.1483  0.3491
H -2.8217 -3.4646 2.3003  0.3768
H -1.9747 -4.4281 1.1283  0.3559
H -3.3144 -3.3642 0.6209  0.3823
H 0.7789 -3.4270 0.5546  0.3994
H 0.3637 -3.3618 2.2653  0.4575
H 1.3522 -1.0803 2.4317  0.2620
H 2.5199 -2.2544 2.0406  0.5536
H 4.2687 -0.0371 -0.2684  0.3885
H 4.2193 -0.9512 1.2018  0.4334
H 4.5230 1.5515 1.5342  0.3845
H 3.0872 0.8902 2.3771  0.3296
H 3.0251 2.5090 -0.0969  0.2654
H -0.9404 3.3651 1.4107  0.4315
H 0.1180 3.2137 -3.2080  0.2707
H -1.6375 -3.3915 -1.3391  0.3983
H -2.1593 -2.7334 -3.6707  0.3918
H -1.7560 -0.3974 -4.3990  0.3873
H -1.0731 1.2035 -2.7473  0.1335
H -0.4914 0.5482 -0.4011  -0.1029

For the LUMO energy, the calculation gives -0.1 eV. Its SMILES is C[Si](C)(CCSCCNC(=O)n1cc(F)c(=O)[nH]c1=O)c1ccccc1. The value obtained for the energy relative to the best compared isomer or geometry (same formula, charge and spin) is 0.000 eV. The multiplicity is 1. The max |F| is 0.0651 hartree/bohr.


Entry from the OMol25 dataset: C17H22IrN9OPSbSe4 as an isolated structure (ωB97M-V/def2-TZVPD).

Each line ends with the Löwdin spin population.
Geometry (Å):
Ir 0.4344 -0.6360 -0.8876  2.4082
C 4.3732 1.1671 2.8412  0.0005
N 3.8743 0.5572 1.6393  -0.0005
C 4.6209 0.1475 0.5841  0.0035
C 3.7425 -0.3115 -0.3590  0.0036
N 2.4815 -0.1905 0.1113  0.0615
C 2.5753 0.3369 1.3224  0.0014
P 1.2116 0.6819 2.4888  0.0016
C 0.1727 1.6822 1.3657  0.0067
N -0.1163 1.4253 0.0988  0.0693
C -0.9382 2.4120 -0.3181  0.0066
C -1.1509 3.2883 0.7115  0.0021
N -0.4429 2.8206 1.7686  0.0039
C -0.3563 3.4321 3.0664  0.0009
C 0.3163 -0.9004 2.2710  0.0089
N -0.1103 -1.4558 1.1426  0.0738
C -0.7330 -2.6085 1.4845  0.0209
C -0.6944 -2.7520 2.8428  0.0036
N -0.0332 -1.6718 3.3287  0.0065
C 0.2352 -1.3894 4.7108  0.0011
H 5.4525 1.2702 2.7600  0.0002
H 3.9368 2.1593 2.9717  -0.0001
H 4.1398 0.5570 3.7156  -0.0001
H 5.6902 0.2087 0.5852  0.0005
H 3.9473 -0.7176 -1.3285  0.0006
H -1.3132 2.4393 -1.3198  0.0003
H -1.7425 4.1782 0.7691  0.0004
H -0.9549 4.3395 3.0714  0.0001
H -0.7310 2.7582 3.8371  0.0001
H 0.6759 3.6935 3.3018  0.0001
H -1.1726 -3.2604 0.7532  0.0080
H -1.0873 -3.5241 3.4728  0.0004
H -0.1503 -2.2035 5.3206  0.0001
H 1.3089 -1.2946 4.8848  0.0002
H -0.2525 -0.4601 5.0133  0.0002
Se 2.3411 -3.6299 -0.7397  0.7459
Sb -0.4959 -4.3720 -3.2618  0.0415
Se -2.2628 -4.2556 -1.5476  0.2396
Se 1.4353 -2.4889 -2.4101  0.3119
Se -1.5895 -2.8889 -4.9237  0.7896
C -1.0178 1.1769 -5.3289  0.0017
N -1.7440 0.5984 -4.2232  0.0017
C -3.0709 0.3660 -4.2662  0.0046
C -3.7183 -0.2179 -3.2274  0.0096
C -2.9445 -0.6168 -2.1014  0.0096
N -1.6360 -0.3814 -2.0783  0.0612
C -1.0169 0.2124 -3.1209  0.0092
O 0.2011 0.4234 -3.0656  0.0759
N -3.5162 -1.1725 -1.0323  0.0007
H -1.7074 1.6706 -6.0073  0.0002
H -0.4781 0.3958 -5.8680  0.0011
H -0.2901 1.8866 -4.9376  0.0004
H -3.5804 0.6639 -5.1692  0.0001
H -4.7761 -0.4076 -3.2642  0.0006
H -4.4362 -1.5722 -1.1145  -0.0004
H -2.9061 -1.5693 -0.3344  0.0002

For the LUMO energy (spin up / spin down), the calculation gives -2.3 / -4.0 eV. As for the total charge: +1. The multiplicity is 6. The max |F| is 0.0208 hartree/bohr.


Entry from the OMol25 dataset: an isolated molecule of C17H22N2O4 (ωB97M-V/def2-TZVPD).

Each line ends with the Mulliken charge.
Geometry (Å):
C 3.0542 -0.8432 -0.4571  -1.1386
C 2.3549 -0.7428 0.8935  0.1623
O 2.2159 -2.0056 1.5251  -0.5148
C 1.5210 -2.9994 0.9116  0.3900
C 2.0734 -4.2768 1.0421  -0.5582
C 1.4878 -5.3826 0.4653  -0.4502
C 0.3260 -5.2395 -0.2760  -0.7857
C -0.2547 -3.9930 -0.3860  -0.2502
C 0.3137 -2.8713 0.2100  -0.0213
N -0.3955 -1.6452 0.1373  0.4317
C -0.7403 -1.0292 -1.1251  -1.0753
C -1.4120 0.3029 -0.7509  0.0822
C -0.4546 1.4743 -0.9936  0.4222
O 0.7144 1.3013 -1.2845  -0.6599
N -0.9741 2.7155 -0.8742  0.0354
C -2.3230 3.0997 -0.5223  -0.5970
C -2.2830 3.9990 0.7234  -0.5904
O -1.4615 5.1209 0.5195  -0.3807
C -0.1427 4.7323 0.2028  -0.5904
C -0.1146 3.8715 -1.0615  -0.6836
C -1.7394 0.1594 0.7414  -0.4601
C -0.9510 -1.0580 1.2217  0.4148
O -0.8579 -1.4264 2.3672  -0.6553
H 3.0463 0.1304 -0.9371  0.3511
H 2.5321 -1.5503 -1.0992  0.2354
H 4.0795 -1.1833 -0.3334  0.3653
H 1.3941 -0.2364 0.7773  -0.2033
H 2.9624 -0.1662 1.5956  0.4031
H 2.9863 -4.3641 1.6103  0.4510
H 1.9429 -6.3545 0.5817  0.3833
H -0.1351 -6.0944 -0.7462  0.3950
H -1.1848 -3.8791 -0.9236  0.3872
H -1.4190 -1.6684 -1.7006  0.3677
H 0.1647 -0.8499 -1.7144  0.2706
H -2.3069 0.4552 -1.3576  0.8477
H -2.9506 2.2346 -0.3272  0.3892
H -2.7489 3.6735 -1.3553  0.3457
H -3.2792 4.3837 0.9470  0.3331
H -1.9182 3.4169 1.5843  0.3277
H 0.4205 5.6541 0.0543  0.3469
H 0.2948 4.1686 1.0407  0.3378
H 0.8945 3.5161 -1.2704  0.3729
H -0.4847 4.4563 -1.9110  0.3328
H -2.7989 -0.0324 0.9206  0.3588
H -1.4488 1.0261 1.3349  0.0738

For the LUMO energy, the calculation gives 0.6 eV. Its SMILES is CCOc1ccccc1N1C[C@H](C(=O)N2CCOCC2)CC1=O. The value obtained for the energy relative to the best compared isomer or geometry (same formula, charge and spin) is 1.604 eV. The multiplicity is 1. The max |F| is 0.0118 hartree/bohr.


Entry from the OMol25 dataset: C17H22N2O4S as an isolated structure (ωB97M-V/def2-TZVPD).

Each line ends with the Mulliken charge.
Geometry (Å):
C -4.1717 -2.4362 -1.5559  -1.2758
C -5.4856 -2.0219 -1.2599  -0.2593
O -5.6751 -1.7015 0.1000  -0.3149
C -4.9803 -0.8308 0.7022  -0.3282
C -5.2331 0.4378 0.0297  -0.8926
H -4.9584 0.5936 -0.7958  1.1288
H -6.4155 0.7125 0.3619  0.1241
C -4.5310 1.6867 0.8846  -0.9054
N -3.1337 1.4710 0.9016  -0.1085
C -2.2640 1.8326 -0.0366  0.2004
O -2.7973 2.7671 -0.9108  -0.7536
C -0.9750 1.5688 -0.0504  0.6478
C 0.1084 2.1489 -0.5969  -0.0582
C 1.4489 2.0993 -0.4262  -1.1147
C 1.8297 0.7817 -0.0436  0.7169
C 0.8129 -0.1099 0.7264  -1.0390
C -0.4192 0.0940 0.6397  -0.5184
H -1.2103 -0.5095 1.0509  0.2750
H 1.3019 -0.9215 0.9453  0.4983
N 3.1431 0.4502 0.2514  -0.0847
C 4.2353 1.0548 -0.4014  0.0216
O 4.1769 2.2515 -0.6756  -0.6292
C 5.5246 0.3911 -0.0379  0.5204
C 6.6377 0.8529 -0.3071  0.0411
S 8.2454 0.1919 -0.6480  -0.0879
C 7.7335 -1.6190 0.0306  -0.8591
C 6.5365 -1.7032 1.0574  -0.4657
O 5.3952 -0.7888 0.4783  -0.5262
H 6.1443 -2.5435 1.5259  0.4267
H 6.9025 -0.9564 1.9838  0.2526
H 8.5059 -2.0767 0.4030  0.6126
H 7.2617 -2.1580 -0.9909  0.2664
H 6.7429 1.8310 -0.8867  0.2088
H 3.3243 -0.6351 0.5192  0.2691
H 2.1283 2.6198 -0.8679  0.8759
H -0.2047 3.4633 -0.8819  0.1521
H -2.6556 0.8705 1.5418  0.2673
H -4.8575 1.6839 2.3090  0.2512
H -4.7055 2.6946 0.5827  0.3978
H -4.0874 -0.9350 0.7439  0.1771
H -5.2411 -0.9103 1.9454  0.1422
H -6.4800 -2.7447 -1.2509  0.2363
H -6.0274 -1.1673 -1.8044  0.3757
H -4.2695 -2.9199 -2.6448  0.3347
H -3.9937 -3.1882 -1.0721  0.5573
H -3.3671 -1.6717 -1.5691  0.2431

For the LUMO energy, the calculation gives -0.5 eV. The value obtained for the energy relative to the best compared isomer or geometry (same formula, charge and spin) is 18.847 eV. The multiplicity is 1. The max |F| is 0.3579 hartree/bohr.